Entry 1:
Below is a cluster of 9 separate species, C17H48F3O11S9 in total at a distorted geometry, with properties calculated with ωB97M-V/def2-TZVPD.

Structure (XYZ):
```
88
Properties=species:S:1:pos:R:3
S 5.357 0.166 2.006
S -6.021 1.611 0.679
S 4.878 3.957 -0.845
S -5.652 -2.306 2.354
S 2.559 -4.407 -2.560
S 1.213 0.227 1.477
S -3.101 -2.726 -1.359
S 0.090 5.074 0.012
S 0.874 0.723 -2.422
F -1.028 -0.978 2.175
F -1.170 1.268 2.323
F -1.255 0.205 0.330
O 1.548 1.659 1.291
O 2.237 -5.823 -2.134
O -0.787 6.158 -0.613
O -4.099 -1.786 -0.724
O 1.466 -0.686 0.394
O 1.570 1.454 -3.593
O -6.352 -1.000 2.137
O 1.687 -0.305 2.730
O -6.227 2.759 -0.268
O 4.397 5.031 -1.822
O 6.248 -0.762 2.810
C 4.778 -0.787 0.619
C -0.847 1.132 -2.491
C 4.255 2.493 -1.615
C 3.062 -3.637 -1.049
C -3.893 -2.022 2.583
C -0.644 0.158 1.604
C 4.110 -4.485 -3.370
C -1.023 3.674 0.315
C -1.748 -2.944 -0.217
C 3.815 3.926 0.592
C -5.997 -2.759 4.087
C 0.956 4.446 -1.451
C -3.566 -4.457 -1.321
C 6.703 0.903 0.974
C -4.306 1.635 1.151
C 0.909 -0.954 -3.080
C -6.816 2.201 2.216
H 4.245 -0.029 0.109
H 0.684 -0.805 -4.135
H -2.829 -5.231 -1.666
H 6.373 1.650 0.313
H -3.685 1.469 0.266
H 3.171 2.449 -1.771
H -5.636 -3.736 4.399
H -1.858 3.613 -0.301
H -1.025 -3.767 -0.583
H 4.034 4.783 1.180
H 2.729 3.925 0.446
H 4.574 1.660 -1.049
H -5.841 -1.940 4.809
H -7.751 1.612 2.354
H -1.168 1.910 -1.820
H 1.091 3.424 -1.361
H 0.182 -1.581 -2.583
H -7.088 -2.853 3.991
H 4.121 -3.640 -0.793
H -1.414 0.202 -2.166
H 4.445 -3.556 -3.746
H -3.521 -1.387 1.757
H -6.145 2.106 3.162
H 0.154 4.606 -2.142
H 7.281 0.071 0.560
H 1.856 -1.417 -2.941
H 5.455 -1.380 0.006
H -4.453 -4.622 -1.974
H -4.109 0.959 2.002
H -1.198 -2.080 -0.292
H 3.959 3.005 1.194
H 3.908 -1.421 1.021
H 1.791 5.073 -1.596
H 2.454 -4.008 -0.205
H -6.713 3.244 2.107
H -1.301 3.765 1.311
H -4.177 2.678 1.515
H 7.388 1.357 1.687
H -3.911 -4.802 -0.311
H 4.268 -5.283 -4.136
H -3.338 -2.954 2.635
H -3.814 -1.466 3.529
H -2.060 -2.942 0.818
H -0.447 2.710 0.233
H 4.876 -4.915 -2.700
H -1.166 1.404 -3.473
H 4.673 2.714 -2.602
H 2.759 -2.605 -0.981
```

Calculated values
Frontier orbital gap in eV: 8.10
E_HOMO in eV: -6.31
LUMO energy in eV: 1.8
Energy above the lowest of the compared OMol25 structures with the same formula, charge and spin in eV: 1.301
Net charge: -1
Total energy in Eh: -5387.19889

Here are the Löwdin charges for atoms 1 to 8, given in e: atom 1 (S): 0.87, atom 2 (S): 0.79, atom 3 (S): 0.83, atom 4 (S): 0.82, atom 5 (S): 0.81, atom 6 (S): 0.44, atom 7 (S): 0.82, atom 8 (S): 0.86

Entry 2:
Below is a cluster of 7 separate species, C17H48N14O9P in total at a distorted geometry, with properties calculated with ωB97M-V/def2-TZVPD.

Structure (XYZ):
```
89
Properties=species:S:1:pos:R:3
P 3.493 1.102 -1.517
O -7.947 -8.234 2.243
O 4.066 -0.251 -0.873
O -2.076 -3.630 -0.373
O 3.608 8.670 0.243
O -5.514 -6.582 -0.119
O 3.581 2.250 -0.408
O 4.294 1.426 -2.676
O 7.163 8.877 -2.150
O -6.138 -0.384 -2.275
N -6.819 -7.945 -1.375
N -7.684 -6.024 -0.459
N -7.315 -9.317 4.133
N 3.483 6.404 0.270
N -0.660 3.514 1.479
N -4.687 -1.666 -1.095
N 8.759 9.999 -0.998
N -3.103 -5.550 0.227
N 6.788 9.373 0.030
N -4.794 -1.828 -3.396
N 4.412 7.510 -1.529
N -5.745 -8.621 2.580
N -0.495 0.350 0.179
N -0.935 -5.142 0.885
C 0.044 -1.029 0.165
C 0.797 1.962 -1.355
C -2.194 1.863 0.437
C 1.756 0.953 -2.016
C -1.731 0.472 0.411
C 7.543 9.383 -1.105
C -7.064 -8.695 2.942
C -2.046 -4.718 0.214
C 3.820 7.603 -0.309
C -5.269 -1.234 -2.260
C 4.684 -1.195 1.291
C 0.242 1.631 0.018
C -6.612 -6.834 -0.623
C 5.182 2.510 1.470
C 4.929 2.608 -0.031
C 3.587 -0.628 0.429
C -0.883 2.647 0.301
H -8.585 -6.212 -0.855
H 0.207 -1.376 1.176
H 9.095 10.423 -0.155
H 7.081 9.785 0.896
H -0.701 -1.666 -0.284
H -3.938 -5.270 -0.257
H 5.069 3.640 -0.323
H -4.996 -8.993 3.132
H -6.602 -9.703 4.720
H 3.099 0.182 0.971
H 3.046 6.438 1.172
H 4.194 -1.766 2.075
H 4.300 2.249 2.044
H 5.688 2.035 -0.543
H -0.006 2.196 -2.042
H -0.883 -6.019 1.366
H -5.020 -1.254 -0.243
H -4.081 -2.532 -3.397
H 5.887 8.931 -0.019
H 4.683 8.365 -1.986
H 5.607 3.425 1.857
H -2.821 1.932 -0.455
H 4.603 6.641 -1.989
H -0.132 -4.543 0.883
H 5.257 -0.434 1.797
H -8.274 -9.385 4.420
H -3.109 -6.437 0.693
H -2.859 2.131 1.247
H 5.308 -1.895 0.754
H 1.407 -0.066 -1.941
H 0.942 -1.124 -0.418
H -5.198 -1.538 -4.267
H 3.651 5.514 -0.158
H -5.537 -8.159 1.710
H -7.560 -5.201 0.100
H -7.702 -8.175 -1.791
H 1.774 1.166 -3.074
H 0.924 1.702 0.861
H -3.964 -2.365 -1.056
H -0.090 4.299 1.180
H -2.394 -0.361 0.578
H 9.335 10.023 -1.819
H -6.042 -8.564 -1.510
H -1.557 3.920 1.727
H -1.049 3.324 -0.529
H 1.363 2.877 -1.220
H 2.853 -1.417 0.292
H 5.921 1.741 1.654
```

Calculated values
Frontier orbital gap in eV: 7.61
E_HOMO in eV: -11.08
LUMO energy in eV: -3.5
Energy above the lowest of the compared OMol25 structures with the same formula, charge and spin in eV: 0.000
Net charge: +1
Total energy in Eh: -2461.74779

Here are the Löwdin charges for atoms 1 to 8, given in e: atom 1 (P): 0.46, atom 2 (O): 0.02, atom 3 (O): -0.17, atom 4 (O): -0.03, atom 5 (O): 0.02, atom 6 (O): -0.03, atom 7 (O): -0.22, atom 8 (O): -0.23

Entry 3:
Below is a cluster of 5 separate species, C17H48N6O5 in total at a distorted geometry, with properties calculated with ωB97M-V/def2-TZVPD.

Structure (XYZ):
```
76
Properties=species:S:1:pos:R:3
O -0.711 1.154 0.467
O -2.114 -0.860 4.487
O 3.606 -0.690 -1.978
O -0.333 6.096 -3.545
O -3.169 -4.478 -1.285
N -0.520 -1.126 0.071
N -0.587 0.219 -1.623
N -0.656 -3.282 -2.098
N -1.497 3.074 -2.085
N 0.133 -2.446 3.621
N 2.689 1.885 -1.474
C -2.097 -4.168 -0.366
C 2.996 1.633 1.022
C 3.416 1.194 -0.415
C -0.107 4.278 -0.526
C 3.181 -0.308 -0.711
C 0.391 -4.575 -0.315
C -4.445 -4.141 -0.743
C 0.222 -1.065 4.169
C -3.375 -0.430 4.044
C -1.038 -0.321 3.698
C 0.110 7.107 -2.649
C -0.944 4.426 -1.789
C -0.146 4.763 -3.071
C -0.637 0.180 -0.273
C 3.648 -2.064 -2.303
C 1.507 -0.362 3.766
C -0.834 -4.408 -1.175
H -2.266 -3.169 0.037
H -1.034 -5.375 -1.648
H 3.619 -0.968 0.054
H -5.267 -4.508 -1.353
H -0.042 -3.484 -2.881
H -3.394 0.643 3.831
H 0.919 4.589 -2.874
H -0.609 7.916 -2.761
H -1.298 -0.304 2.638
H 1.832 -0.533 2.743
H -4.196 -0.696 4.709
H 2.821 2.706 0.967
H 0.446 -3.736 0.391
H 2.714 1.536 -2.419
H 4.168 -2.619 -1.508
H -3.705 -0.867 3.092
H 4.503 1.265 -0.512
H 2.656 -2.499 -2.132
H -0.818 3.967 0.244
H 1.659 0.672 4.077
H 1.307 -4.567 -0.901
H 2.099 -0.496 -0.632
H -0.619 1.165 -1.991
H -0.116 -1.328 0.975
H -2.142 -4.986 0.359
H 3.887 1.483 1.634
H -1.787 5.095 -1.597
H 0.023 -1.184 5.238
H -4.543 -4.618 0.236
H 1.152 7.360 -2.863
H 4.142 -2.216 -3.254
H -2.331 3.219 -2.641
H 0.734 -3.046 4.177
H -0.418 -0.590 -2.188
H 0.519 5.131 -0.276
H -0.403 4.090 -3.886
H -1.537 -3.138 -2.590
H 2.194 1.078 1.499
H -1.708 2.709 -1.159
H -0.705 -1.881 -0.569
H 0.267 -5.341 0.452
H 0.154 6.852 -1.586
H 1.763 1.810 -1.064
H -0.823 -2.680 3.878
H -0.893 0.729 3.974
H 2.255 -0.834 4.417
H 0.549 3.407 -0.543
H -4.418 -3.049 -0.714
```

Calculated values
Frontier orbital gap in eV: 9.27
E_HOMO in eV: -8.62
LUMO energy in eV: 0.7
Energy above the lowest of the compared OMol25 structures with the same formula, charge and spin in eV: 1.856
Total energy in Eh: -1381.15192

Here are the Löwdin charges for atoms 1 to 8, given in e: atom 1 (O): 0.02, atom 2 (O): -0.20, atom 3 (O): -0.19, atom 4 (O): -0.19, atom 5 (O): -0.22, atom 6 (N): 0.16, atom 7 (N): 0.16, atom 8 (N): 0.04